DFT (the ωB97M-V functional and the def2-TZVPD basis) results for a cluster of 19 separate species, C2H42O18 in total.

- 2S+1: 1
- Energy above the lowest of the compared OMol25 structures with the same formula, charge and spin: 7.6011 eV
- E_HOMO: -10.37 eV
- Frontier orbital gap: 10.1 eV
- Electronic energy: -39607.8030 eV
- Charge: 0
- LUMO: -0.27 eV

Geometry as XYZ:
```
62
Properties=species:S:1:pos:R:3:forces:R:3:lowdin_charge:R:1
C -2.116330 1.705105 2.019069 3.15 1.91 -2.84 -0.17
C -2.024623 2.347141 3.373355 -3.26 2.11 -2.30 -0.14
H -2.335152 2.526281 1.284639 -0.03 -0.69 0.41 0.07
H -2.874968 1.021155 1.879247 -1.71 -1.61 0.08 0.02
H -1.174517 1.279735 1.528116 -1.14 0.16 1.23 0.06
H -2.551849 1.785260 4.055567 -1.38 -1.30 1.66 0.04
H -1.130708 2.505338 3.834605 2.77 0.69 0.56 0.02
H -2.638752 3.315206 3.195796 1.28 -1.22 1.10 0.11
H -2.240058 -2.691208 -2.659331 -0.70 1.81 -0.17 0.08
H -2.004900 -1.543063 -3.637476 -0.45 0.66 1.53 0.09
O -2.432375 -1.703647 -2.736787 0.96 -2.80 -2.07 -0.10
H 0.930681 1.274170 0.768443 -0.03 0.23 0.67 0.00
H 0.543833 2.142406 2.119057 2.52 -1.49 -2.33 0.09
O 1.313234 1.856694 1.454314 -2.05 1.08 1.57 -0.12
H -2.680391 1.090403 -2.272018 -0.09 0.29 2.85 0.13
H -3.556820 1.271917 -0.967111 -3.65 0.25 0.80 0.01
O -2.697447 1.228103 -1.244229 3.80 -0.15 -3.72 -0.04
H 3.519390 0.521701 -0.741048 -0.84 -0.82 -0.69 0.03
H 1.952639 -0.170343 -1.027202 3.11 2.69 -0.69 0.11
O 2.729849 0.539417 -1.326168 -2.36 -1.97 0.99 -0.15
H 1.419804 1.693026 -2.641938 0.19 0.43 -0.22 0.01
H 0.818637 2.831915 -3.489432 -0.07 0.16 0.23 0.05
O 1.095691 1.915630 -3.533503 0.43 -0.50 0.21 -0.05
H 4.177439 -1.189722 2.348021 0.57 0.32 0.27 0.05
H 2.734215 -0.584967 2.241399 0.30 -0.19 0.11 0.06
O 3.291841 -1.361362 2.051686 -1.36 0.05 -0.20 -0.04
H 2.709705 -1.274327 -3.195349 2.90 -0.08 1.80 -0.03
H 1.614963 -0.412223 -3.575976 0.78 -2.30 -0.58 0.04
O 1.954142 -1.372965 -3.697679 -3.42 2.48 -1.18 -0.05
H -0.076047 -0.627785 3.454122 0.01 1.02 -0.26 0.00
H 0.952611 0.255679 4.061283 0.10 0.49 -0.09 0.05
O 0.281153 0.307699 3.369206 0.12 -1.06 0.95 -0.10
H -2.537926 -1.559107 -1.141787 0.58 1.36 2.70 0.03
H -2.333938 -0.233014 -0.233030 -0.48 -3.13 -0.12 0.05
O -2.380509 -1.280984 -0.146353 0.15 2.20 -2.31 -0.17
H -1.023496 3.482291 -0.618200 -1.84 -0.50 0.69 -0.02
H 0.477076 3.123245 -0.365741 -0.24 0.67 -0.21 0.00
O -0.153896 3.664140 -0.884405 1.48 0.03 -0.56 -0.05
H 2.722386 2.435532 -0.356263 -0.73 -1.68 -0.52 0.01
H 2.909256 3.737077 -0.247153 0.34 2.34 0.38 0.05
O 2.290500 3.207284 -0.717764 0.94 -0.34 -0.15 -0.05
H -0.457333 -0.517981 -0.431472 0.68 0.70 -1.02 0.07
H -0.411833 0.973108 -0.914333 -0.04 -0.06 -0.24 0.03
O 0.080843 0.140174 -0.969061 -0.76 -0.86 1.10 -0.08
H -1.082280 -2.657723 3.631237 -0.48 0.05 -0.49 0.09
H -0.695669 -1.979366 2.308064 -2.13 0.25 -5.94 -0.04
O -0.485193 -2.084878 3.149924 2.37 -1.09 6.16 0.03
H -1.298553 -3.718005 -1.245348 -0.35 0.64 0.78 0.05
H -0.473237 -4.575148 -0.526608 1.35 -2.29 0.31 0.01
O -1.069924 -3.898601 -0.312752 -1.39 0.95 -1.05 -0.02
H -2.934099 -2.588282 1.432895 -0.13 1.60 -0.15 0.02
H -3.248721 -1.105795 2.136665 0.40 -0.21 -1.13 0.01
O -3.242354 -2.059189 2.184827 -0.51 -1.63 1.80 -0.07
H -0.260814 -0.079286 -3.191961 -1.19 -0.05 0.67 -0.01
H -0.030036 0.302511 -4.530408 -2.79 0.00 0.65 0.09
O -0.860578 0.086859 -3.946948 3.18 -0.03 -1.37 -0.12
H 4.583080 -2.013198 -0.751308 0.03 -0.52 -0.47 0.03
H 3.781833 -1.220601 0.312950 2.20 -0.14 -1.25 0.03
O 4.621123 -1.182470 -0.292035 -1.75 0.36 1.78 -0.10
H 0.911831 -3.543127 -0.261152 1.21 2.76 0.52 0.06
H 1.722026 -2.694104 0.746882 0.89 -0.11 2.07 -0.02
O 1.375538 -2.643743 -0.112034 -1.46 -1.93 -2.30 -0.05
```
Forces are in eV/Å.